Record 1
21
Properties=species:S:1:pos:R:3:forces:R:3:nbo_charge:R:1 method="wB97M-V/def2-TZVPD" homo_ev="-9.130 / -7.526" lumo_ev="-0.5 / -1.4" e_above_lowest_ev=3.459 largest_force_ha_per_bohr=0.078 homo_lumo_gap_ha="0.318 / 0.226"
C -1.282002 -1.919003 -0.916274 -0.39 0.22 0.23 -0.253
C -1.706965 -1.068632 0.049163 0.46 -0.53 -0.71 -0.359
C -2.011716 1.209620 -1.148031 1.61 -1.95 -3.11 -0.728
C 3.231475 0.235674 0.608482 -3.17 0.32 2.23 -0.826
C 0.467848 0.883219 0.930346 0.20 1.02 0.03 -0.744
C -1.987840 0.286924 0.003819 0.89 0.74 0.82 0.549
O 1.324386 -1.475644 1.524478 0.18 -0.54 1.11 -0.959
O 1.392031 -0.787862 -0.814089 -0.01 0.35 -0.28 -0.989
F -2.417647 0.739102 1.205303 -0.53 0.48 -0.72 -0.331
S 1.545995 -0.429324 0.580881 -0.46 0.26 -0.97 2.133
H -1.071924 -2.934090 -0.643292 0.16 -0.26 0.11 0.205
H -1.106052 -1.665023 -1.941386 -0.09 0.33 -0.31 0.198
H -1.689707 -1.381289 1.059153 -0.23 -0.77 0.87 0.238
H -0.895120 1.330999 -1.447825 -1.95 -0.14 0.14 0.262
H -2.426596 2.150337 -1.035950 -0.67 1.88 1.08 0.244
H -2.586905 0.842196 -2.113656 1.22 0.01 2.00 0.243
H 3.679123 -0.535648 0.119026 2.11 -1.54 -1.50 0.246
H 3.002181 1.137585 0.150748 0.54 1.57 -1.71 0.226
H 3.524661 0.489497 1.596666 0.57 -0.35 0.95 0.229
H 0.581105 1.740471 0.221599 -0.20 -0.80 0.64 0.199
H 0.433670 1.150887 2.010842 -0.24 -0.31 -0.90 0.218

Record 2
20
Properties=species:S:1:pos:R:3:forces:R:3:nbo_charge:R:1 method="wB97M-V/def2-TZVPD" homo_ev=-7.334 lumo_ev=0.6 e_above_lowest_ev=1.532 largest_force_ha_per_bohr=0.097 homo_lumo_gap_ha=0.293
C -1.713354 -0.293493 0.420945 -2.30 -1.27 -1.47 -0.569
C -1.220684 -1.475299 -0.555970 1.48 2.71 3.20 0.109
C -0.117073 0.478373 -1.207820 1.40 3.41 3.35 0.082
C -0.586867 -2.583581 0.256123 0.38 1.83 -0.21 -0.635
C 1.691796 2.620243 0.207433 0.23 -1.24 0.47 -0.678
C 1.361804 1.077175 0.400446 -3.25 1.10 0.06 -0.531
O -0.152785 -0.805000 -1.284406 -0.33 -2.71 -1.08 -0.502
S -1.569659 1.216387 -0.520979 -0.23 -0.15 -0.24 0.231
I 2.883428 -0.220560 0.096337 1.32 -0.85 -0.18 0.119
H -2.771979 -0.367809 0.778487 0.87 -0.27 -0.41 0.242
H -1.077722 -0.295681 1.260488 0.86 0.18 0.98 0.210
H -1.931050 -1.897576 -1.174236 -1.55 -0.14 -1.83 0.190
H 0.309709 1.035535 -2.004078 0.58 0.11 -0.75 0.202
H -0.381753 -2.111944 1.219332 0.94 -0.47 -0.05 0.207
H 0.309507 -2.836019 -0.348273 -0.59 -0.80 0.97 0.252
H -1.371083 -3.264847 0.480808 -0.12 -1.42 -0.24 0.216
H 0.750831 3.230791 0.437180 1.47 -0.71 -0.58 0.228
H 2.154495 2.767846 -0.804297 -0.96 0.05 0.61 0.213
H 2.547640 2.905375 0.883134 -1.07 -0.11 -0.25 0.216
H 0.884798 0.820077 1.459345 0.84 0.75 -2.36 0.199

Record 3
21
Properties=species:S:1:pos:R:3:forces:R:3:nbo_charge:R:1 method="wB97M-V/def2-TZVPD" homo_ev="-8.931 / -7.190" lumo_ev="-0.7 / -3.0" e_above_lowest_ev=1.717 largest_force_ha_per_bohr=0.068 homo_lumo_gap_ha="0.302 / 0.154"
C 0.244658 -0.256530 -0.544237 0.18 2.78 -2.15 -0.369
C 0.439202 -1.116344 0.594838 -0.37 -2.83 0.10 -0.391
C 1.478133 -1.076215 -0.440412 -1.58 0.37 0.88 -0.252
C -1.459089 1.924624 0.243701 1.46 -1.43 1.81 -0.734
C -1.961312 -1.412599 1.604916 0.18 -0.55 0.56 -0.745
C 3.364967 -0.057115 -1.926430 0.05 0.93 -2.84 -0.801
S 0.241672 1.602428 -0.334889 0.08 -0.67 -0.67 0.171
S -0.780186 -2.454791 0.685071 -0.07 -0.24 0.42 0.201
S 3.091881 -1.293527 -0.636676 0.84 0.74 -0.53 0.550
I 6.609016 -0.482259 0.395519 -0.43 -0.03 -0.07 -0.197
H -0.432107 -0.569318 -1.379254 0.36 0.18 1.01 0.256
H 0.624302 -0.817780 1.593088 0.47 0.97 0.71 0.245
H -2.269435 1.483998 -0.253877 -0.92 -0.12 -1.77 0.216
H -1.562543 2.967066 0.455989 -0.10 0.57 -0.11 0.240
H -1.518556 1.355961 1.177388 0.10 0.68 0.39 0.206
H -1.967773 -0.466597 1.097147 -0.10 0.41 -0.06 0.204
H -1.630103 -1.262962 2.681689 -0.71 -0.35 -1.29 0.222
H -2.969630 -1.837592 1.463698 0.50 0.04 0.56 0.238
H 3.082436 0.981602 -1.682602 0.52 -0.48 0.89 0.244
H 2.637182 -0.163786 -2.817139 1.19 -0.72 1.25 0.236
H 4.440053 -0.055578 -2.336375 -1.67 -0.26 0.89 0.262

Record 4
19
Properties=species:S:1:pos:R:3:forces:R:3:nbo_charge:R:1 method="wB97M-V/def2-TZVPD" homo_ev=-8.382 lumo_ev=0.0 e_above_lowest_ev=1.985 largest_force_ha_per_bohr=0.107 homo_lumo_gap_ha=0.309
C 0.009875 -1.469456 1.835314 0.93 2.36 2.13 -0.385
C 1.942255 -1.619890 -1.408293 2.67 0.22 -1.58 -0.421
C 0.316489 -0.375929 1.134998 -1.37 0.30 1.23 -0.156
C 1.608089 -0.500211 -0.800237 -1.52 0.44 0.86 -0.143
C 0.002054 1.270670 -0.691415 -2.49 1.17 4.78 -0.506
C 0.178174 -0.142134 -0.320537 3.15 -0.98 -0.12 -0.400
Si -2.488865 1.587120 0.075640 3.04 -0.44 -1.85 0.673
I -3.848205 -0.429735 0.056149 0.22 -0.06 0.16 -0.204
H 0.144987 -1.359353 2.949413 -0.19 -0.46 -1.28 0.198
H -0.366689 -2.375455 1.490327 -0.48 -1.36 -0.85 0.197
H 3.011242 -1.652570 -1.781545 -1.16 -0.34 0.69 0.196
H 1.341244 -2.447450 -1.790070 -0.33 0.54 0.47 0.208
H 0.565551 0.525852 1.706591 0.34 -0.32 -0.05 0.190
H 2.255282 0.313921 -0.418033 0.39 -0.89 -0.80 0.200
H 0.189875 1.562539 -1.684155 -0.08 0.45 -1.11 0.204
H 0.587815 1.839970 0.149237 -1.11 -0.34 -2.04 0.199
H -0.484324 -0.853564 -0.696234 -1.36 -1.00 -1.03 0.215
H -2.824319 2.167257 -1.259698 -0.42 0.52 0.79 -0.134
H -2.531078 2.212211 1.418927 -0.22 0.20 -0.40 -0.131

Record 5
18
Properties=species:S:1:pos:R:3:forces:R:3:nbo_charge:R:1 method="wB97M-V/def2-TZVPD" homo_ev="0.479 / -2.526" lumo_ev="4.3 / 4.2" charge=-1 e_above_lowest_ev=0.586 multiplicity=2 largest_force_ha_per_bohr=0.021 homo_lumo_gap_ha="0.141 / 0.246"
C -1.986254 0.957809 0.587237 0.01 0.22 -0.62 -0.405
N -0.706925 0.504990 1.034541 0.92 -0.44 0.33 -0.687
C 0.308176 0.136372 0.078003 0.09 -0.22 -0.45 0.039
C 0.786110 -1.163532 0.104671 -0.37 -0.35 -0.19 -0.392
C 0.221151 -2.300138 0.905471 0.21 0.31 0.70 -0.631
C 1.239120 0.905411 -2.138864 0.19 -0.26 -0.17 -0.656
C 0.732743 1.108522 -0.871154 -0.36 0.03 0.34 -0.326
H -1.980879 0.943705 -0.506098 0.11 0.03 -0.01 0.209
H -2.213309 1.996029 0.852975 -0.15 -0.01 0.23 0.158
H -2.818913 0.294460 0.865613 -0.03 0.10 0.36 0.148
H -0.313789 0.848342 1.895148 -0.47 0.26 0.11 0.353
H 1.491191 -1.471174 -0.657094 0.25 0.26 0.02 0.173
H 0.310805 -3.233606 0.340677 -0.31 -0.11 0.06 0.177
H -0.799669 -2.113824 1.263659 -0.13 -0.09 -0.47 0.195
H 0.750055 -2.475900 1.862257 0.18 -0.06 -0.18 0.165
H 1.506333 1.732833 -2.764161 0.18 0.46 -0.17 0.157
H 1.231474 -0.051762 -2.639380 -0.03 -0.26 0.13 0.162
H 0.691264 2.140068 -0.524635 -0.28 0.14 -0.01 0.160

Record 6
18
Properties=species:S:1:pos:R:3:forces:R:3:nbo_charge:R:1 method="wB97M-V/def2-TZVPD" homo_ev=-11.344 lumo_ev=0.8 e_above_lowest_ev=0.050 largest_force_ha_per_bohr=0.020 homo_lumo_gap_ha=0.447
C -1.418038 0.484047 -1.486607 0.02 -0.05 0.00 -0.617
C -0.645510 0.901772 -0.229276 -0.03 0.02 0.09 -0.377
C 0.225898 -0.224542 0.398823 0.00 -0.01 0.03 -0.158
C 0.781843 0.178287 1.795715 -0.03 0.04 -0.24 -0.586
C 1.370172 -0.584049 -0.577364 0.04 -0.05 0.02 -0.595
C -0.612420 -1.414039 0.639562 -0.57 -0.84 0.26 0.295
N -1.257869 -2.334966 0.912418 0.56 0.82 -0.35 -0.339
H -0.754201 0.230944 -2.320786 -0.06 0.04 0.18 0.205
H -2.072331 1.292395 -1.831633 0.14 -0.10 0.13 0.219
H -2.049275 -0.387919 -1.282287 0.08 0.13 -0.03 0.220
H -1.354161 1.270930 0.521598 0.10 -0.12 -0.04 0.212
H 0.022748 1.741732 -0.468137 -0.07 -0.19 0.11 0.206
H -0.016598 0.373759 2.528147 0.15 0.03 -0.43 0.224
H 1.415459 -0.610350 2.231146 -0.16 0.24 -0.35 0.222
H 1.375630 1.082901 1.653206 0.05 0.01 0.21 0.212
H 2.086067 -1.270860 -0.117423 -0.11 0.08 -0.01 0.221
H 0.999456 -1.058250 -1.493335 -0.03 0.10 0.25 0.224
H 1.903131 0.328209 -0.873767 -0.09 -0.14 0.17 0.213

Copy entry 1 word for word.
21
Properties=species:S:1:pos:R:3:forces:R:3:nbo_charge:R:1 method="wB97M-V/def2-TZVPD" homo_ev="-9.130 / -7.526" lumo_ev="-0.5 / -1.4" e_above_lowest_ev=3.459 largest_force_ha_per_bohr=0.078 homo_lumo_gap_ha="0.318 / 0.226"
C -1.282002 -1.919003 -0.916274 -0.39 0.22 0.23 -0.253
C -1.706965 -1.068632 0.049163 0.46 -0.53 -0.71 -0.359
C -2.011716 1.209620 -1.148031 1.61 -1.95 -3.11 -0.728
C 3.231475 0.235674 0.608482 -3.17 0.32 2.23 -0.826
C 0.467848 0.883219 0.930346 0.20 1.02 0.03 -0.744
C -1.987840 0.286924 0.003819 0.89 0.74 0.82 0.549
O 1.324386 -1.475644 1.524478 0.18 -0.54 1.11 -0.959
O 1.392031 -0.787862 -0.814089 -0.01 0.35 -0.28 -0.989
F -2.417647 0.739102 1.205303 -0.53 0.48 -0.72 -0.331
S 1.545995 -0.429324 0.580881 -0.46 0.26 -0.97 2.133
H -1.071924 -2.934090 -0.643292 0.16 -0.26 0.11 0.205
H -1.106052 -1.665023 -1.941386 -0.09 0.33 -0.31 0.198
H -1.689707 -1.381289 1.059153 -0.23 -0.77 0.87 0.238
H -0.895120 1.330999 -1.447825 -1.95 -0.14 0.14 0.262
H -2.426596 2.150337 -1.035950 -0.67 1.88 1.08 0.244
H -2.586905 0.842196 -2.113656 1.22 0.01 2.00 0.243
H 3.679123 -0.535648 0.119026 2.11 -1.54 -1.50 0.246
H 3.002181 1.137585 0.150748 0.54 1.57 -1.71 0.226
H 3.524661 0.489497 1.596666 0.57 -0.35 0.95 0.229
H 0.581105 1.740471 0.221599 -0.20 -0.80 0.64 0.199
H 0.433670 1.150887 2.010842 -0.24 -0.31 -0.90 0.218